# 1
8 unconnected molecules or ions with the total composition C6H29NO8. Source: OMol25; level of theory: wB97M-V/def2-TZVPD.

Positions of all 44 atoms, in Å:
H 0.932 -0.498 3.135
H 0.380 1.125 1.689
H -0.420 -0.353 1.919
H 0.046 3.341 0.356
O 1.859 -0.578 3.304
O -3.500 -0.360 -0.685
C 2.206 0.061 -1.711
H -0.531 4.184 1.600
H 0.602 -1.376 -1.321
O -3.059 2.151 0.240
H 2.845 -0.889 -2.014
H -2.873 -2.398 1.453
O -3.282 -1.826 2.048
H -2.118 2.555 0.454
H -0.904 0.671 0.514
N 1.127 -0.233 0.446
H 1.248 0.242 -3.523
H 2.825 0.558 -0.874
H -1.951 -1.494 -3.593
H -3.244 0.455 -0.478
H -1.435 -2.296 -0.399
H -2.858 -2.100 2.790
H 2.869 0.339 1.893
C 1.722 -1.419 1.001
C 0.912 -0.338 -1.019
H 1.575 1.960 0.401
O -1.374 -3.115 0.197
C 1.944 0.778 -2.932
H 0.951 -2.108 1.350
H -3.514 2.358 1.056
O -1.768 -1.645 -2.724
H 2.367 -2.056 0.307
H 2.739 1.029 -3.659
C -0.043 0.344 1.128
H 1.551 1.893 -2.891
H 1.936 2.707 -1.038
O -0.737 3.478 0.981
C 2.562 -0.781 2.113
H -3.221 -0.817 0.054
H -0.001 0.242 -1.273
H -2.532 -1.405 -2.286
H -0.804 -3.759 -0.177
O 1.521 2.759 -0.265
H 3.451 -1.388 2.434

The calculation puts the energy above the lowest of the compared OMol25 structures with the same formula, charge and spin at 482.1 kJ/mol. As for the LUMO energy: 0.504 eV. As for the HOMO-LUMO gap: 9.24 eV. Its SMILES is CCCN(C)CCO.O.O.O.O.O.O.O.

=====

# 2
A molecular structure, C38H45BFN12O3SbScSe4. Source: OMol25; level of theory: wB97M-V/def2-TZVPD.

Positions of all 106 atoms, in Å:
H 6.779 5.077 3.017
F -4.952 1.282 0.133
N -8.336 -1.182 -2.960
C 0.900 1.064 4.962
C 6.808 5.547 2.036
C 5.744 0.752 -2.123
C -4.555 -2.227 -0.622
H -4.645 -6.236 0.230
N 1.359 0.683 2.218
C 4.960 -0.409 3.131
H -4.768 -4.589 0.863
C 6.247 4.823 -0.414
H -1.431 2.422 -1.096
C 5.731 3.681 -0.925
O -0.256 -0.307 0.113
C 1.623 1.979 4.209
H 3.381 4.151 0.381
H 6.195 6.449 2.058
N 5.862 3.415 1.310
H 2.456 -2.233 3.154
C 0.592 3.117 -0.969
Se -2.713 -2.912 -4.007
N 2.467 2.321 -0.123
H -9.206 -0.847 -2.540
H -7.839 0.804 -1.068
C 0.655 -0.200 2.939
H -8.615 -3.112 -2.152
C 1.364 4.205 -0.582
Se -3.631 1.347 -3.577
H 1.116 5.249 -0.671
C -2.394 -1.266 -0.087
H 3.053 -2.828 1.594
H -7.784 0.768 -3.547
H -6.457 -0.418 -3.523
C 1.078 -2.930 -0.273
Se 0.134 -0.239 -2.711
H -6.203 1.109 -1.640
C 5.298 0.738 2.475
H 5.930 -0.526 -3.895
C -1.239 -3.715 -0.438
H 2.593 -2.134 -2.625
N 4.741 0.878 -1.216
C -6.975 0.351 -1.570
C -7.336 -0.055 -2.992
H -1.183 4.094 -1.616
C -0.750 3.095 -1.618
H 2.682 -1.194 -4.136
H -0.408 1.464 6.601
C 4.088 -0.606 -2.640
H 6.661 1.308 -2.016
C 0.650 1.263 6.424
N 3.720 0.029 -1.532
C -5.160 -0.988 -0.522
H -0.155 -0.812 4.814
H 5.345 -0.757 4.074
H -0.800 -4.697 -0.560
C -4.079 -5.336 0.469
H 1.225 2.099 6.815
N 5.508 2.814 0.124
N -6.508 -0.794 -0.810
H 5.468 3.412 -1.934
N 4.602 0.774 1.303
C 2.526 3.650 -0.048
C -7.830 -2.358 -2.171
C 3.261 -1.639 -3.324
H -4.026 -4.648 -1.605
C -7.458 -1.877 -0.772
H -5.136 -3.074 -0.948
H 2.034 2.869 4.666
H 7.831 5.850 1.818
N 1.261 1.992 -0.674
C -4.359 0.097 -0.089
H -8.364 -1.537 -0.253
O 1.848 -1.909 -0.456
N 3.814 -0.346 1.204
H 0.279 -1.066 2.410
N -2.570 -3.624 -0.515
H -0.685 2.765 -2.657
C -0.401 -2.650 -0.233
C 3.345 -2.366 2.533
C 4.024 -1.062 2.298
C -3.022 -0.022 0.098
C -0.950 -1.361 -0.042
H 0.910 0.367 6.987
C 5.368 -0.177 -3.047
H 2.405 2.454 2.268
C 0.411 -0.054 4.288
C 6.313 4.603 0.997
C 1.832 1.755 2.860
H -2.428 0.831 0.396
Sc 1.903 0.120 -0.042
H -3.366 -5.584 1.254
H -8.565 -1.471 -3.911
H -7.067 -2.714 -0.200
Se -0.087 0.052 -4.976
H -6.962 -2.741 -2.708
C -3.179 -2.389 -0.387
H 6.537 5.710 -0.951
Sb -2.328 -0.594 -3.868
H 5.986 1.530 2.717
C -3.352 -4.845 -0.772
O 1.462 -4.075 -0.129
B 4.868 1.540 0.089
H 4.015 -3.039 3.066
H 3.914 -2.387 -3.770
H -2.645 -5.594 -1.119

The calculation puts the energy above the lowest of the compared OMol25 structures with the same formula, charge and spin at 83.2 kJ/mol. As for the LUMO energy (alpha / beta): -5.790 / -6.859 eV. As for the HOMO-LUMO gap (alpha / beta): 6.97 / 5.90 eV. Its spin multiplicity is 2. Its charge is +2.

=====

# 3
2 unconnected molecules or ions with the total composition C2H9NO2. Source: OMol25; level of theory: wB97M-V/def2-TZVPD.

Positions of all 14 atoms, in Å:
H 0.205 1.740 0.760
C 0.128 -1.609 0.825
H -0.293 -0.144 2.295
H 1.882 0.279 0.078
H -0.718 -2.050 1.332
H -0.944 1.979 -2.642
O 1.173 0.676 -0.467
H 0.018 -1.552 -0.281
O -1.366 1.163 -2.336
H 1.027 -2.170 1.159
C -0.024 0.742 0.376
H -0.762 0.456 -0.409
H -0.534 0.716 -2.116
N 0.208 -0.227 1.426

The calculation puts the energy above the lowest of the compared OMol25 structures with the same formula, charge and spin at 113.0 kJ/mol. As for the LUMO energy: 0.938 eV. As for the HOMO-LUMO gap: 10.13 eV. Its SMILES is CNCO.O.

=====

# 4
C5H3I in the gas phase. Source: OMol25; level of theory: wB97M-V/def2-TZVPD.

Positions of all 9 atoms, in Å:
H 1.604 -0.411 -1.373
H -1.113 -0.588 1.596
C -1.039 -2.255 0.198
C -1.357 -0.808 0.531
H -0.046 1.561 0.007
C 0.608 -0.474 -0.818
C -0.327 -1.486 -0.546
C 0.060 0.558 -0.247
I -3.174 0.075 -0.057

The calculation puts the energy above the lowest of the compared OMol25 structures with the same formula, charge and spin at 319.2 kJ/mol. As for the LUMO energy: -0.058 eV. As for the HOMO-LUMO gap: 8.68 eV.

=====

# 5
3 unconnected molecules or ions with the total composition C4H10O2. Source: OMol25; level of theory: wB97M-V/def2-TZVPD.

Positions of all 16 atoms, in Å:
H 0.956 -0.294 1.599
H 2.909 -1.206 -0.471
H 3.520 0.444 -0.772
H -1.982 0.538 -1.576
C 0.635 -0.323 0.539
H 3.243 -0.113 0.901
H -0.882 1.328 0.706
O -1.741 -0.484 0.307
H -3.158 1.006 0.076
H 0.569 -1.382 0.245
C 2.868 -0.158 -0.134
C -0.704 0.321 0.330
H -3.708 -0.772 0.006
H -1.182 0.759 -1.387
O 1.573 0.373 -0.248
C -2.916 -0.038 -0.121

The calculation puts the energy above the lowest of the compared OMol25 structures with the same formula, charge and spin at 536.2 kJ/mol. As for the LUMO energy: 0.754 eV. As for the HOMO-LUMO gap: 8.67 eV.

=====

# 6
2 unconnected molecules or ions with the total composition C5H4O2. Source: OMol25; level of theory: wB97M-V/def2-TZVPD.

Positions of all 11 atoms, in Å:
O 1.794 -2.237 -1.374
C -0.408 1.116 -0.077
C -1.168 0.083 0.637
H 1.640 0.623 0.267
C 0.911 1.274 -0.208
H -1.053 1.858 -0.546
C -0.944 -1.203 0.854
H -2.144 0.353 1.033
H 1.307 2.090 -0.808
C 0.967 -1.619 -0.907
O -0.902 -2.338 1.127

The calculation puts the energy above the lowest of the compared OMol25 structures with the same formula, charge and spin at 160.3 kJ/mol. As for the LUMO energy: 0.819 eV. As for the HOMO-LUMO gap: 9.38 eV.

=====

- Which of these has the highest energy above the lowest of the compared OMol25 structures with the same formula, charge and spin?
  C4H10O2

=====

- Among the records above, which one has the highest energy above the lowest of the compared OMol25 structures with the same formula, charge and spin?
  C4H10O2